Record 1
Entry from OMol25: a 2-piece molecular cluster, CH3NS overall at a distorted geometry (wB97M-V/def2-TZVPD).

XYZ file:
```
6
Properties=species:S:1:pos:R:3:forces:R:3
C 2.6656 -0.4028 0.3639 2.06 14.31 8.30
N 2.5346 -1.3809 -0.2024 -2.00 -14.42 -8.36
S -1.8433 -0.9963 0.1219 -0.25 -0.32 0.19
H 2.7705 0.5110 0.8909 -0.07 0.11 0.06
H -0.7867 -0.2006 0.0624 0.34 0.25 -0.01
H -2.3638 -0.4769 -0.9879 -0.08 0.07 -0.17
```
Forces are in eV/Å.

Computed properties:
Kohn-Sham gap (spin up / spin down) = 6.915 / 5.389 eV
Largest force on an atom = 0.3265 hartree/bohr
Lowest unoccupied orbital energy (spin up / spin down) = 0.887 / -4.382 eV
Molar mass = 61.11 g mol⁻¹
HOMO level (spin up / spin down) = -6.03 / -9.77 eV
Energy relative to the best compared isomer or geometry (same formula, charge and spin) = 70.2 kcal per mole
Spin multiplicity = 3

How is the electron density shared among the atoms? According to Löwdin, the charges in e are: number 1, C, carries -0.118; number 2, N, carries 0.105; number 3, S, carries 0.476; number 4, H, carries 0.025; number 5, H, carries -0.259; number 6, H, carries -0.229

Record 2
Entry from OMol25: C28H23BrN6O4SZr as an isolated structure (wB97M-V/def2-TZVPD).

XYZ file:
```
64
Properties=species:S:1:pos:R:3:forces:R:3
Zr 0.4328 0.8229 0.4442 0.06 0.00 -0.04
N 2.1417 2.6263 4.4083 -0.01 -0.02 0.01
C 1.4412 2.0289 3.4001 -0.04 0.01 0.05
S 2.0863 2.2481 1.8003 0.00 -0.03 0.17
N 0.3677 1.3880 3.7410 0.14 0.08 -0.06
N -0.3390 0.8461 2.6746 -0.18 -0.10 0.01
C -1.4198 0.2686 3.0756 0.05 0.06 -0.03
C -2.4391 -0.3749 2.2781 -0.05 -0.02 0.04
C -3.4476 -1.0746 2.9546 0.00 0.01 -0.01
C -4.4854 -1.6747 2.2746 0.01 0.00 0.03
C -4.5379 -1.5568 0.8857 -0.01 0.00 -0.03
C -3.5662 -0.8615 0.1951 0.01 0.01 0.02
C -2.4953 -0.2673 0.8772 0.03 -0.01 0.00
O -1.5623 0.3764 0.2125 0.11 0.03 -0.08
H 3.0910 2.8935 4.2224 0.00 0.00 0.00
H 1.9027 2.3517 5.3464 0.00 0.01 0.00
H -1.5870 0.2843 4.1511 0.00 -0.02 0.01
H -3.3975 -1.1352 4.0359 0.00 0.00 0.00
H -5.2530 -2.2159 2.8100 0.00 0.00 0.00
H -5.3555 -2.0103 0.3389 0.00 0.00 0.00
H -3.6082 -0.7498 -0.8810 0.00 0.00 0.00
C 4.6384 -3.2005 0.7738 0.01 0.00 0.00
O 3.8051 -2.1172 0.4235 0.03 0.00 0.01
C 3.3344 -2.0794 -0.8482 -0.05 0.00 0.01
C 3.6447 -2.9896 -1.8358 0.03 -0.02 0.02
C 3.0980 -2.8658 -3.1210 -0.02 0.01 -0.02
C 2.2435 -1.8328 -3.4035 0.01 -0.01 0.02
C 1.8908 -0.9089 -2.4021 0.02 0.00 0.01
C 1.0066 0.1807 -2.7423 0.00 0.01 0.04
N 0.4534 0.9577 -1.8822 -0.10 -0.10 -0.03
N -0.2893 1.9979 -2.4234 -0.01 0.04 0.10
C -0.5804 2.8407 -1.4771 -0.09 0.00 -0.04
O -0.2011 2.6839 -0.2416 0.18 -0.06 -0.05
C -1.3615 4.0568 -1.8045 0.01 -0.02 -0.01
C -1.8090 4.2898 -3.1029 -0.01 0.00 -0.01
C -2.5365 5.4322 -3.3886 0.00 0.00 0.00
C -2.8201 6.3482 -2.3827 0.00 0.00 0.00
C -2.3746 6.1180 -1.0896 0.00 0.00 0.00
C -1.6466 4.9738 -0.7990 0.00 0.00 0.00
C 2.4353 -1.0131 -1.1128 -0.07 -0.02 -0.09
O 2.1325 -0.1703 -0.1540 -0.07 0.15 -0.03
H 4.8809 -3.0662 1.8245 0.00 0.00 0.00
H 4.1243 -4.1580 0.6387 0.00 0.00 -0.01
H 5.5603 -3.2036 0.1856 0.00 0.00 0.01
H 4.3204 -3.8075 -1.6283 0.00 0.00 0.00
H 3.3620 -3.5860 -3.8834 0.00 0.00 0.00
H 1.8221 -1.7176 -4.3947 0.00 0.00 0.00
H 0.8067 0.3774 -3.7943 0.01 -0.01 -0.01
H -1.5787 3.5689 -3.8750 0.00 0.00 0.00
H -2.8837 5.6118 -4.3979 0.00 0.00 0.00
H -3.3885 7.2414 -2.6091 0.00 0.00 0.00
H -2.5934 6.8304 -0.3049 0.00 0.00 0.00
H -1.2905 4.7792 0.2032 0.00 0.00 0.00
Br 1.7314 -1.6887 3.0237 -0.03 0.01 -0.02
C 0.8764 -2.4992 1.5534 0.03 0.00 0.00
C 1.0162 -3.8671 1.3749 -0.01 0.00 0.01
C 0.4107 -4.4450 0.2748 0.00 0.00 0.00
C -0.3150 -3.6439 -0.5930 0.00 0.01 0.00
C -0.4066 -2.2945 -0.3197 -0.02 -0.01 -0.01
N 0.1816 -1.7186 0.7392 0.05 0.00 0.03
H 1.5900 -4.4457 2.0834 0.00 0.00 0.00
H 0.5069 -5.5082 0.0976 0.00 0.00 0.00
H -0.8002 -4.0490 -1.4690 0.00 0.00 0.00
H -0.9668 -1.6259 -0.9612 -0.01 0.00 0.00
```
Forces are in eV/Å.

Computed properties:
Kohn-Sham gap = 7.686 eV
Largest force on an atom = 0.0040 hartree/bohr
Lowest unoccupied orbital energy = -0.026 eV
Molar mass = 710.72 g mol⁻¹
HOMO level = -7.71 eV
Energy relative to the best compared isomer or geometry (same formula, charge and spin) = 0.0 kcal per mole

How is the electron density shared among the atoms? According to Löwdin, the charges in e are: number 1, Zr, carries 1.633; number 2, N, carries 0.058; number 3, C, carries -0.885; number 4, S, carries 0.616; number 5, N, carries -0.041; number 6, N, carries -0.145; number 7, C, carries -0.083; number 8, C, carries -0.150; number 9, C, carries -0.041; number 10, C, carries -0.096; number 11, C, carries -0.079; number 12, C, carries -0.016; number 13, C, carries -0.357; number 14, O, carries -0.261; number 15, H, carries 0.071; number 16, H, carries 0.092; number 17, H, carries 0.127; number 18, H, carries 0.112; number 19, H, carries 0.098; number 20, H, carries 0.103; number 21, H, carries 0.118; number 22, C, carries -0.082; number 23, O, carries -0.104; number 24, C, carries -0.214; number 25, C, carries -0.014; number 26, C, carries -0.088; number 27, C, carries -0.055; number 28, C, carries -0.150; number 29, C, carries -0.048; number 30, N, carries -0.085; number 31, N, carries 0.086; number 32, C, carries -0.431; number 33, O, carries -0.250; number 34, C, carries -0.144; number 35, C, carries -0.031; number 36, C, carries -0.084; number 37, C, carries -0.091; number 38, C, carries -0.079; number 39, C, carries -0.017; number 40, C, carries -0.272; number 41, O, carries -0.282; number 42, H, carries 0.092; number 43, H, carries 0.091; number 44, H, carries 0.098; number 45, H, carries 0.103; number 46, H, carries 0.101; number 47, H, carries 0.110; number 48, H, carries 0.133; number 49, H, carries 0.105; number 50, H, carries 0.100; number 51, H, carries 0.100; number 52, H, carries 0.102; number 53, H, carries 0.116; number 54, Br, carries 0.869; number 55, C, carries -0.706; number 56, C, carries -0.101; number 57, C, carries -0.042; number 58, C, carries -0.029; number 59, C, carries -0.110; number 60, N, carries -0.017; number 61, H, carries 0.104; number 62, H, carries 0.115; number 63, H, carries 0.114; number 64, H, carries 0.112

Record 3
Entry from OMol25: C13H9BeNO4 as an isolated structure at a distorted geometry (wB97M-V/def2-TZVPD).

XYZ file:
```
28
Properties=species:S:1:pos:R:3:forces:R:3
Be -0.0443 0.0326 -1.0603 0.01 -0.12 4.65
O 0.1337 2.4843 -2.6767 -0.30 -3.56 2.66
C 0.0585 1.4221 -2.1693 0.27 1.48 -4.66
C -0.0771 -1.3173 -2.2198 0.12 -1.49 -4.82
O -0.1069 -2.3481 -2.7898 0.05 3.47 2.93
C 1.3321 -0.0100 -2.2102 1.76 0.06 -2.11
O 2.3682 -0.0532 -2.7747 -3.44 0.13 1.98
C -1.3620 0.1211 -2.2649 -1.67 0.18 -2.27
O -2.3638 0.1745 -2.8861 3.27 -0.17 2.19
C 0.0308 0.6622 -5.6230 0.00 -0.01 0.30
H -0.8748 1.2805 -5.6152 0.33 -0.23 -0.12
H 0.9910 1.1910 -5.5963 -0.35 -0.20 -0.13
C -0.0326 -0.6693 -5.6865 0.00 -0.02 0.27
H 0.8730 -1.2876 -5.7131 -0.35 0.25 -0.10
H -0.9929 -1.1975 -5.7321 0.37 0.21 -0.09
N -0.0103 -0.0198 0.5768 -0.02 -0.04 0.39
C 0.0097 -0.0506 1.7457 -0.12 0.04 -0.09
C 0.0072 -0.0634 3.1644 0.09 -0.02 -0.04
C -1.2034 0.0920 3.8681 -0.51 0.06 0.19
C -1.1981 0.1196 5.2624 -0.06 0.00 -0.48
C 0.0088 0.0111 5.9615 -0.02 -0.06 -0.19
C 1.2097 -0.1730 5.2687 0.14 -0.04 -0.46
C 1.2152 -0.2161 3.8744 0.47 -0.03 0.20
H -2.1369 0.1879 3.3098 0.24 -0.01 0.28
H -2.1420 0.2232 5.7996 0.32 0.01 -0.18
H 0.0115 0.0597 7.0526 0.00 -0.05 -0.36
H 2.1502 -0.2895 5.8125 -0.35 0.07 -0.22
H 2.1456 -0.3662 3.3216 -0.25 0.07 0.29
```
Forces are in eV/Å.

Computed properties:
Kohn-Sham gap (spin up / spin down) = 3.702 / 3.698 eV
Largest force on an atom = 0.0981 hartree/bohr
Lowest unoccupied orbital energy (spin up / spin down) = -12.354 / -12.358 eV
Molar mass = 252.23 g mol⁻¹
HOMO level (spin up / spin down) = -16.06 / -16.06 eV
Energy relative to the best compared isomer or geometry (same formula, charge and spin) = 91.5 kcal per mole
Total charge = +2

How is the electron density shared among the atoms? According to Löwdin, the charges in e are: number 1, Be, carries -0.033; number 2, O, carries 0.335; number 3, C, carries -0.022; number 4, C, carries -0.016; number 5, O, carries 0.336; number 6, C, carries -0.048; number 7, O, carries 0.317; number 8, C, carries -0.046; number 9, O, carries 0.315; number 10, C, carries -0.075; number 11, H, carries 0.067; number 12, H, carries 0.067; number 13, C, carries -0.069; number 14, H, carries 0.069; number 15, H, carries 0.069; number 16, N, carries 0.255; number 17, C, carries 0.051; number 18, C, carries -0.206; number 19, C, carries 0.005; number 20, C, carries -0.020; number 21, C, carries 0.001; number 22, C, carries -0.021; number 23, C, carries 0.006; number 24, H, carries 0.132; number 25, H, carries 0.131; number 26, H, carries 0.135; number 27, H, carries 0.132; number 28, H, carries 0.132